(1)
218
Properties=species:S:1:pos:R:3:forces:R:3 method="wB97M-V/def2-TZVPD" homo_ev="-4.97 / -7.93" spin_multiplicity=4 orbital_gap_ha="0.189 / 0.297" total_charge=0 lumo_energy_ev="0.1707 / 0.1559"
Ti 2.454 -8.912 -2.737 -0.2 0.2 -0.1
C 2.597 -9.389 1.083 0.6 2.5 -1.7
F 3.827 -9.842 1.137 0.0 -1.0 0.2
F 1.921 -9.915 0.049 0.2 -0.5 1.2
F 1.980 -9.495 2.234 -0.4 -0.6 0.2
S 2.788 -7.556 0.662 -0.2 2.0 -0.6
O 1.458 -6.955 0.560 1.5 -1.3 -0.2
O 3.677 -6.965 1.673 -1.3 -1.3 -1.5
N 3.512 -7.705 -1.008 -1.5 -0.1 3.4
S 4.762 -6.736 -0.920 1.1 1.9 -1.6
O 4.404 -5.301 -1.029 0.8 -2.5 0.2
O 5.783 -7.142 0.016 -0.3 0.4 -0.8
C 5.487 -7.194 -2.687 0.9 -0.4 1.1
F 6.254 -8.387 -2.584 -2.0 2.3 -0.6
F 4.509 -7.254 -3.643 0.5 -1.1 0.7
F 6.301 -6.233 -3.110 -0.1 -0.3 0.3
C 9.223 -6.528 -2.152 1.0 -0.4 0.3
C 9.965 -7.803 -2.531 -0.8 0.1 0.4
O 11.083 -7.456 -3.315 1.8 -0.5 -3.1
P 11.334 -8.050 -4.828 -0.1 0.2 1.8
O 10.154 -8.734 -5.400 0.5 0.3 0.1
O 12.653 -9.006 -4.662 -1.9 1.1 0.5
C 13.456 -9.230 -5.773 3.4 1.0 -1.7
C 14.821 -8.474 -5.615 -0.5 -0.1 0.4
O 11.906 -6.795 -5.631 0.3 -0.9 0.3
C 11.140 -5.815 -6.314 -1.1 1.3 -0.9
C 11.473 -4.383 -5.847 -0.8 -0.7 -0.6
H 9.982 -5.834 -1.791 -0.1 0.2 0.0
H 8.726 -6.067 -3.006 -0.2 -0.1 0.3
H 8.599 -6.754 -1.287 -0.5 0.2 -0.3
H 10.377 -8.287 -1.646 -0.3 -0.2 0.0
H 9.335 -8.478 -3.111 -0.1 -0.2 0.3
H 13.829 -10.245 -5.911 -1.1 -0.5 0.4
H 13.079 -8.868 -6.730 -0.8 -0.2 0.2
H 14.688 -7.394 -5.563 -0.1 0.0 0.2
H 15.306 -8.847 -4.712 0.0 0.2 0.2
H 15.536 -8.665 -6.415 -0.3 -0.2 -0.3
H 11.292 -5.863 -7.392 0.7 -0.4 0.0
H 10.064 -5.990 -6.294 -0.1 -0.3 0.9
H 12.398 -4.068 -6.330 0.5 -0.1 1.0
H 10.761 -3.665 -6.254 -0.4 -0.3 -0.2
H 11.308 -4.323 -4.772 0.9 0.2 0.1
C 3.936 -5.975 5.420 -0.4 -0.5 -0.1
C 2.935 -5.041 6.181 0.2 -1.9 -0.7
O 1.689 -5.138 5.502 -2.3 -0.1 -1.2
P 0.205 -5.638 5.965 3.0 -2.6 -1.7
O -0.391 -4.781 6.957 -0.9 0.2 0.6
O -0.526 -5.863 4.559 -0.3 0.7 3.7
C -0.050 -5.837 3.286 0.3 -1.8 -3.3
C -0.863 -6.991 2.568 0.3 1.0 -0.5
O 0.388 -7.226 6.459 0.2 1.4 0.5
C 0.649 -8.391 5.679 0.0 0.2 -2.4
C -0.614 -9.144 5.313 -0.3 -0.6 0.8
H 3.419 -6.649 4.737 -0.7 0.0 0.2
H 4.637 -5.562 4.695 0.2 0.7 0.6
H 4.424 -6.683 6.090 0.4 0.4 0.2
H 2.692 -5.482 7.148 0.9 0.6 0.5
H 3.276 -4.005 6.174 -0.2 -0.1 0.4
H -0.158 -4.834 2.873 -0.3 -0.1 -0.4
H 0.992 -6.120 3.140 0.3 0.2 0.6
H -1.925 -6.784 2.696 -0.1 -0.3 0.1
H -0.662 -7.142 1.507 0.1 0.8 -0.1
H -0.576 -7.977 2.931 -0.1 0.2 0.7
H 1.125 -8.193 4.718 0.0 1.1 -0.3
H 1.421 -9.078 6.028 -0.2 0.3 1.4
H -1.400 -8.513 4.899 0.1 0.2 0.4
H -0.450 -9.921 4.567 0.5 0.0 -0.1
H -0.932 -9.684 6.204 -0.6 0.2 0.0
C -3.611 -9.883 0.927 0.3 -0.3 -0.3
C -2.097 -10.162 0.763 -1.1 0.0 1.4
O -1.526 -9.819 -0.519 0.9 -1.4 0.0
P -0.664 -10.912 -1.405 -1.2 -0.5 3.8
O 0.367 -10.170 -2.114 0.7 -0.1 -1.2
O -0.124 -12.018 -0.248 -2.7 2.6 -1.4
C 0.881 -12.997 -0.331 2.4 0.3 0.5
C 1.787 -13.044 1.030 -1.4 0.7 -1.2
O -1.830 -11.657 -2.214 1.4 -1.0 1.6
C -2.681 -10.939 -3.057 0.3 1.5 -2.7
C -2.131 -11.076 -4.511 -0.7 0.5 -0.6
H -4.253 -10.426 0.233 0.1 0.2 -0.2
H -3.943 -10.184 1.920 0.4 -0.3 0.2
H -3.822 -8.814 0.942 0.1 0.0 -0.6
H -1.722 -9.569 1.597 1.0 0.6 -0.6
H -1.811 -11.161 1.093 -0.3 -0.2 -0.6
H 0.433 -13.959 -0.582 0.1 0.0 0.3
H 1.494 -12.656 -1.165 0.6 -0.5 0.0
H 2.783 -13.464 0.886 -0.4 -0.6 -0.3
H 2.026 -12.049 1.406 -0.4 0.2 -0.4
H 1.219 -13.502 1.839 0.2 -0.4 -0.2
H -3.726 -11.248 -3.091 0.3 -0.9 0.6
H -2.767 -9.907 -2.719 0.3 0.2 -0.1
H -2.791 -10.655 -5.269 -0.8 -0.1 0.3
H -1.244 -10.536 -4.842 0.6 -0.1 1.1
H -2.023 -12.120 -4.805 0.1 -0.1 0.3
C 1.886 -10.254 -5.782 1.0 -0.5 -0.3
C 2.167 -11.764 -6.047 -1.1 1.3 0.3
O 2.710 -12.492 -4.942 1.6 0.1 1.3
P 4.035 -11.948 -4.128 -0.1 -3.0 -2.5
O 3.751 -10.787 -3.294 0.0 0.8 0.7
O 4.581 -13.291 -3.411 -2.6 1.1 -2.0
C 5.490 -13.223 -2.366 2.2 -0.5 1.4
C 6.812 -13.824 -2.769 1.1 0.2 -0.7
O 5.144 -11.748 -5.311 -1.9 -1.2 1.5
C 5.540 -10.455 -5.603 3.3 2.1 0.3
C 6.909 -10.185 -4.862 0.1 -0.7 -0.3
H 2.721 -9.676 -5.387 0.4 -0.1 -0.2
H 1.673 -9.839 -6.767 -0.4 0.3 0.2
H 1.097 -10.055 -5.057 -0.4 -0.4 -0.2
H 1.155 -12.120 -6.235 0.1 -0.8 0.3
H 2.706 -11.958 -6.975 0.5 0.2 0.3
H 5.648 -12.178 -2.098 -0.1 -0.1 0.6
H 5.232 -13.888 -1.541 -1.2 0.7 0.3
H 7.636 -13.575 -2.100 -0.2 0.7 0.1
H 6.897 -14.911 -2.755 -0.8 -0.1 -0.4
H 7.041 -13.420 -3.755 0.4 -0.3 -0.1
H 5.809 -10.360 -6.655 -0.7 -0.2 -0.2
H 4.798 -9.717 -5.295 0.1 0.1 -0.2
H 6.795 -10.315 -3.786 -0.1 0.5 0.0
H 7.711 -10.877 -5.118 -0.6 -1.1 -0.4
H 7.522 -9.336 -5.167 -1.0 1.0 0.3
C -1.725 -6.321 -1.248 0.6 -1.0 0.8
C -1.795 -7.049 -2.569 -1.3 0.9 -0.6
O -1.492 -6.095 -3.590 2.0 0.0 -1.9
P -0.028 -6.091 -4.334 -1.6 1.4 1.3
O 1.010 -6.654 -3.435 -0.3 -0.4 -1.3
O 0.098 -4.491 -4.610 -0.1 -2.1 -0.9
C 0.382 -3.610 -3.537 1.1 1.2 0.2
C 0.678 -2.183 -4.068 0.2 -0.6 -0.2
O -0.278 -6.743 -5.797 0.1 0.6 0.8
C -1.120 -5.965 -6.718 0.3 0.7 -0.4
C -0.314 -4.840 -7.363 -0.8 1.3 -0.2
H -2.365 -6.912 -0.593 0.1 0.3 0.5
H -0.722 -6.266 -0.824 0.2 -0.4 -0.1
H -2.031 -5.275 -1.233 -0.6 -0.2 -0.6
H -1.320 -8.015 -2.736 0.9 0.3 0.6
H -2.833 -7.281 -2.804 -0.4 0.0 0.3
H -0.490 -3.590 -2.883 0.2 0.0 0.3
H 1.290 -3.978 -3.060 -0.2 -0.1 0.5
H 1.001 -1.508 -3.276 -0.9 0.0 0.5
H 1.567 -2.086 -4.691 0.0 -0.8 -0.5
H -0.178 -1.838 -4.647 0.0 0.4 0.2
H -1.548 -6.511 -7.559 0.8 -1.2 0.2
H -2.063 -5.694 -6.242 0.5 0.6 0.7
H 0.339 -4.229 -6.740 0.2 -0.8 0.1
H 0.172 -5.101 -8.303 0.1 -0.4 0.2
H -1.026 -4.058 -7.628 -0.4 0.0 -0.4
C 9.834 0.596 -0.200 0.4 -0.6 0.0
C 9.525 0.523 -1.705 0.2 0.8 1.0
O 9.760 -0.779 -2.293 -1.3 -0.6 0.9
P 8.533 -1.844 -2.310 0.9 -1.4 0.0
O 8.934 -3.235 -2.595 0.4 0.7 -0.3
O 7.838 -1.768 -0.876 0.9 1.3 -1.8
C 6.835 -2.681 -0.483 -1.4 0.0 2.6
C 7.353 -3.922 0.236 -0.2 -2.2 -0.9
O 7.527 -1.278 -3.406 0.1 0.4 -0.9
C 7.900 -1.577 -4.835 -0.7 -0.1 0.0
C 6.851 -0.903 -5.767 0.2 0.1 1.4
H 9.118 0.025 0.391 0.4 -0.4 0.0
H 10.877 0.288 -0.118 -0.1 -0.7 0.4
H 9.880 1.569 0.287 -0.5 0.5 -0.8
H 8.492 0.831 -1.860 0.1 0.2 -0.5
H 10.272 1.186 -2.143 -0.5 0.0 -0.6
H 6.282 -2.063 0.224 -0.1 -0.1 0.3
H 6.040 -2.931 -1.186 0.7 -0.1 -0.8
H 7.181 -4.777 -0.418 0.9 0.0 -0.9
H 8.381 -4.015 0.587 0.0 0.8 -0.3
H 6.760 -4.447 0.985 -0.7 1.4 0.9
H 8.904 -1.212 -5.051 0.0 0.2 0.3
H 7.948 -2.665 -4.886 -0.2 0.0 -0.2
H 7.009 0.171 -5.667 -0.2 0.1 -0.1
H 6.842 -1.139 -6.831 0.6 -0.4 0.2
H 5.859 -1.138 -5.382 0.0 0.0 0.0
C 2.866 -3.415 1.496 0.2 0.2 -1.3
C 2.305 -2.243 0.596 3.4 -1.9 1.5
O 0.940 -2.389 0.721 -3.3 1.2 0.1
P 0.068 -1.048 0.784 -0.3 0.5 1.3
O 0.589 0.036 -0.040 -0.2 0.2 -0.2
O -1.444 -1.516 0.458 2.4 -1.2 1.1
C -2.415 -0.633 -0.035 -0.9 1.2 1.4
C -2.804 -0.912 -1.407 0.8 1.2 -1.4
O 0.123 -0.584 2.376 0.1 1.5 -3.9
C -0.321 -1.337 3.395 1.1 -3.5 3.3
C 0.878 -1.593 4.409 -0.8 0.4 -1.2
H 2.520 -4.357 1.071 0.1 -0.1 0.1
H 3.956 -3.425 1.516 0.1 0.0 -0.3
H 2.557 -3.397 2.541 -0.4 0.4 -0.1
H 2.823 -1.360 0.970 -1.0 0.7 0.2
H 2.619 -2.317 -0.445 -0.1 -0.4 0.0
H -3.305 -0.736 0.585 0.2 0.2 0.5
H -2.047 0.393 -0.019 0.1 0.0 0.4
H -3.436 -1.792 -1.526 0.4 0.1 -0.5
H -3.195 0.038 -1.769 -1.3 -0.3 0.0
H -1.859 -0.770 -1.931 0.2 -1.5 -0.7
H -1.054 -0.919 4.085 -0.5 0.6 -0.8
H -0.690 -2.305 3.056 -0.3 -0.1 -0.1
H 1.075 -0.559 4.692 0.5 -0.3 0.8
H 0.589 -2.285 5.200 -0.2 0.5 0.3
H 1.780 -2.018 3.968 -0.1 0.1 -0.4
N 4.250 -5.056 -5.890 1.7 1.2 -1.1
C 3.177 -5.026 -6.766 1.5 1.0 -0.8
C 3.596 -4.194 -7.823 -1.9 0.2 0.3
C 4.829 -3.578 -7.557 0.4 -2.3 1.2
C 5.270 -4.236 -6.405 -0.6 0.3 -0.3
H 4.466 -5.614 -5.076 -0.7 -0.1 -0.2
H 2.218 -5.488 -6.583 0.3 -0.1 0.0
H 3.021 -3.918 -8.695 -0.4 -0.2 0.1
H 5.394 -2.956 -8.236 0.0 0.0 0.2
H 6.292 -4.241 -6.055 -0.3 -0.1 0.6
N 9.691 -11.409 -2.930 1.3 0.0 1.8
C 10.895 -11.901 -2.536 1.1 -0.3 1.0
C 10.923 -12.064 -1.144 0.2 -0.3 -1.7
C 9.633 -11.726 -0.677 -0.1 1.2 -0.1
C 8.985 -11.173 -1.747 -1.4 -0.1 -2.4
H 9.601 -11.056 -3.872 -0.6 0.3 0.3
H 11.691 -12.015 -3.258 0.0 -0.1 0.1
H 11.808 -12.295 -0.569 -0.2 -0.4 0.0
H 9.242 -11.767 0.329 0.2 0.2 0.0
H 8.080 -10.632 -1.981 -0.4 -0.2 1.1


(2)
67
Properties=species:S:1:pos:R:3:forces:R:3 method="wB97M-V/def2-TZVPD" de_lowest_ev=0.1233 homo_ev=-10.36 orbital_gap_ha=0.283 total_charge=+1 lumo_energy_ev=-2.6673
Y -0.770 0.033 0.152 -0.5 0.3 0.2
N 4.706 -1.687 6.112 0.0 0.0 0.0
C 3.836 -1.745 5.061 0.0 0.0 -0.1
C 3.840 -0.743 4.078 0.0 0.0 0.0
C 2.941 -0.784 3.035 0.0 0.0 0.0
C 2.026 -1.829 2.960 -0.2 0.1 -0.3
C 2.003 -2.831 3.924 0.0 0.0 0.0
C 2.901 -2.789 4.964 0.0 0.0 0.1
S 0.850 -1.869 1.672 0.2 -0.1 0.3
O 1.283 -0.834 0.666 -0.1 0.0 0.0
O 0.679 -3.171 1.110 0.1 -0.1 0.1
N -0.573 -1.330 2.156 0.0 -0.3 0.0
C -0.660 -0.252 3.004 0.0 0.4 0.1
N -0.398 -0.356 4.304 0.1 -0.1 -0.1
C -0.553 0.732 5.041 -0.1 0.0 0.0
C -0.992 1.947 4.521 0.0 0.0 0.1
C -1.229 1.984 3.169 -0.1 0.0 0.0
N -1.061 0.902 2.399 0.2 -0.2 0.0
H 5.498 -1.072 6.048 0.0 0.0 0.0
H 4.837 -2.507 6.678 0.0 0.0 0.0
H 4.562 0.061 4.137 0.0 0.0 0.0
H 2.956 -0.024 2.266 0.0 0.0 0.0
H 1.286 -3.638 3.849 0.0 0.0 0.0
H 2.895 -3.566 5.718 0.0 0.0 0.0
H -0.337 0.622 6.098 0.0 0.0 0.0
H -1.129 2.816 5.146 0.0 0.0 0.0
H -1.557 2.889 2.671 0.0 0.0 0.0
C -5.500 -0.710 -0.618 0.1 0.1 0.1
S -4.257 0.563 -0.391 -0.3 -0.1 -0.4
C -4.094 1.102 -2.096 0.0 0.0 0.1
O -2.986 -0.223 -0.087 0.2 0.0 0.1
H -5.128 -1.449 -1.325 0.0 0.0 0.0
H -6.413 -0.243 -0.983 0.0 0.0 0.0
H -5.680 -1.163 0.355 0.0 0.0 0.0
H -4.920 1.777 -2.314 0.0 0.0 0.0
H -4.102 0.246 -2.767 0.0 0.0 0.0
H -3.141 1.626 -2.170 0.0 0.0 0.0
C 1.271 3.512 -1.411 0.0 0.0 -0.1
C 0.737 3.270 -2.827 0.0 0.0 0.0
C -0.689 3.803 -2.989 0.1 0.0 0.0
C 0.887 1.824 -3.260 -0.1 0.0 0.1
C 1.769 1.507 -4.282 0.0 0.0 0.0
C 1.962 0.199 -4.696 0.0 0.0 0.0
C 1.256 -0.818 -4.080 0.0 0.1 0.0
C 0.354 -0.546 -3.056 -0.1 -0.2 0.1
C -0.472 -1.700 -2.495 0.0 -0.1 0.1
C -1.756 -1.871 -3.310 0.0 0.0 0.1
C 0.294 -3.020 -2.386 0.0 0.0 0.0
C 0.169 0.784 -2.644 0.4 0.1 -0.3
O -0.669 1.061 -1.614 -0.1 0.1 -0.1
H 1.291 4.580 -1.189 0.0 0.0 0.0
H 2.283 3.119 -1.306 0.0 0.0 0.0
H 0.634 3.028 -0.667 0.0 0.0 0.0
H 1.367 3.853 -3.504 0.0 0.0 0.0
H -1.367 3.314 -2.289 0.0 0.0 0.0
H -1.050 3.630 -4.004 0.0 0.0 0.0
H -0.714 4.877 -2.797 0.0 0.0 0.0
H 2.322 2.307 -4.760 0.0 0.0 0.0
H 2.660 -0.025 -5.491 0.0 0.0 0.0
H 1.412 -1.837 -4.406 0.0 0.0 0.0
H -0.810 -1.528 -1.448 0.0 0.0 -0.3
H -1.497 -2.159 -4.330 0.0 0.0 0.0
H -2.305 -0.931 -3.361 0.0 0.0 0.0
H -2.392 -2.649 -2.883 0.0 0.0 0.0
H 0.501 -3.442 -3.369 0.0 0.0 0.0
H -0.302 -3.748 -1.835 0.0 0.0 0.0
H 1.236 -2.882 -1.856 0.0 0.0 0.0


(3)
64
Properties=species:S:1:pos:R:3:forces:R:3 method="wB97M-V/def2-TZVPD" de_lowest_ev=0.6497 homo_ev="-5.32 / -7.16" spin_multiplicity=5 orbital_gap_ha="0.198 / 0.204" total_charge=0 lumo_energy_ev="0.0688 / -1.6067"
Ir 0.221 0.175 0.481 0.3 -0.4 0.4
C -4.535 -5.076 -0.848 0.0 0.0 -0.1
C -4.997 -4.270 0.328 0.0 0.1 0.1
C -6.186 -4.564 0.979 0.0 0.0 0.0
C -6.621 -3.820 2.063 0.0 0.0 0.0
C -5.845 -2.773 2.526 0.0 0.0 0.0
C -4.644 -2.468 1.907 0.0 0.0 0.0
C -4.228 -3.200 0.801 -0.2 -0.1 0.0
N -3.015 -2.928 0.140 0.3 -0.1 -0.1
C -2.313 -1.736 0.175 0.0 0.1 0.0
N -3.090 -0.638 0.113 -0.1 -0.2 0.0
C -2.822 0.751 0.166 0.1 0.2 0.0
C -1.531 1.290 0.277 -0.1 0.0 0.0
C -1.473 2.694 0.334 0.2 -0.1 0.0
C -2.587 3.500 0.271 -0.1 0.1 0.0
C -3.843 2.925 0.148 0.1 0.0 0.0
C -3.982 1.552 0.099 0.1 0.0 0.0
C -5.361 0.958 -0.023 0.0 0.0 0.0
N -1.015 -1.725 0.191 -0.1 0.2 -0.1
C -0.346 -2.973 0.236 0.0 -0.1 0.1
C 0.183 -3.488 -0.943 0.0 0.1 0.0
C 0.906 -4.667 -0.930 0.0 -0.1 0.0
C 1.105 -5.335 0.267 0.0 -0.1 0.0
C 0.564 -4.827 1.437 0.0 0.0 0.0
C -0.175 -3.652 1.450 0.0 0.0 -0.1
C -0.796 -3.137 2.712 0.0 0.1 0.1
H -5.303 -5.783 -1.153 0.0 0.0 0.0
H -3.635 -5.651 -0.614 0.0 0.0 0.0
H -4.297 -4.433 -1.695 0.0 0.0 0.0
H -6.785 -5.388 0.617 -0.1 -0.1 0.0
H -7.557 -4.063 2.546 -0.1 0.0 0.0
H -6.160 -2.194 3.382 0.0 0.0 0.1
H -4.025 -1.670 2.294 0.0 0.0 0.0
H -2.438 -3.734 -0.060 0.0 0.1 0.0
H -4.067 -0.859 -0.001 0.1 0.0 0.0
H -0.503 3.166 0.427 0.0 0.0 0.0
H -2.482 4.575 0.321 0.0 0.1 0.0
H -4.727 3.545 0.098 -0.1 0.1 0.0
H -6.107 1.748 -0.022 0.0 0.0 0.0
H -5.602 0.288 0.806 0.0 0.0 0.1
H -5.489 0.396 -0.952 0.0 0.0 0.0
H 0.033 -2.934 -1.860 0.0 0.0 0.0
H 1.322 -5.055 -1.849 0.0 0.0 -0.1
H 1.681 -6.250 0.292 0.0 0.0 0.0
H 0.718 -5.353 2.370 0.0 0.0 0.1
H -0.306 -3.569 3.583 0.0 0.0 0.0
H -1.856 -3.399 2.758 0.0 0.0 0.0
H -0.719 -2.050 2.775 0.0 0.0 0.0
Se 2.389 -1.195 0.164 -0.4 0.3 0.0
Se 3.779 -0.997 1.925 0.0 0.0 0.0
Te 2.342 -0.461 3.945 0.0 0.0 0.2
Se 0.443 0.730 2.858 -0.1 -0.1 -0.5
S 1.804 2.229 -0.541 0.1 0.2 0.0
C 2.176 1.468 -1.977 -0.2 0.0 0.2
N 3.411 1.099 -2.383 0.0 0.2 0.0
C 3.339 0.183 -3.505 0.1 -0.2 -0.3
C 1.906 0.417 -4.028 0.0 -0.1 -0.3
N 1.279 1.053 -2.890 0.2 0.0 0.2
H 4.140 1.045 -1.689 -0.1 0.0 0.0
H 3.482 -0.851 -3.171 0.0 0.1 0.0
H 4.094 0.423 -4.255 -0.1 -0.1 0.0
H 1.404 -0.518 -4.281 0.1 0.1 0.0
H 1.897 1.073 -4.906 0.0 -0.1 0.1
H 0.315 1.325 -2.824 0.0 0.0 0.0


Here are the calculated max |F| numbers, same order: 0.09638 0.01162 0.01242 (Eh/bohr).